Record 1
Formula: C3H7NO
Source: OMol25
Level of theory: wB97M-V/def2-TZVPD

- M (g mol⁻¹) = 73.09
- E_LUMO (eV) = 0.687
- 2S+1 = 1
- HOMO-LUMO gap (eV) = 10.043
- structure (SMILES) = C1CN1.C=O
- HOMO energy (eV) = -9.36

The geometry in XYZ format:
```
12
Properties=species:S:1:pos:R:3:forces:R:3:nbo_charge:R:1
C 0.265 -0.100 0.982 0.14 0.37 0.10 -0.2688
C -0.317 -1.375 1.403 -0.24 -0.92 -0.11 -0.2697
N 0.985 -0.956 1.928 0.33 -0.28 -0.17 -0.5917
H 0.616 -0.001 -0.030 0.14 -0.07 -0.06 0.2107
H -0.091 0.820 1.422 -0.08 0.08 -0.02 0.1926
H -0.380 -2.198 0.669 0.17 0.51 0.42 0.1861
H -1.093 -1.399 2.156 -0.09 0.03 -0.05 0.1929
H 1.753 -1.455 1.475 -0.35 0.18 0.03 0.3462
C -0.446 1.660 -2.510 -0.47 0.50 -0.30 0.2817
O 0.382 1.515 -1.662 0.30 -0.05 0.18 -0.5018
H -1.179 2.513 -2.444 0.30 -0.60 -0.23 0.1103
H -0.496 0.976 -3.388 -0.15 0.25 0.21 0.1115
```
Positions in Å, forces in eV/Å.



Record 2
Formula: C3H7NO
Source: OMol25
Level of theory: wB97M-V/def2-TZVPD

- M (g mol⁻¹) = 73.09
- E_LUMO (eV) = 0.858
- 2S+1 = 1
- HOMO-LUMO gap (eV) = 9.171
- structure (SMILES) = CC(C)=[NH+][O-]
- HOMO energy (eV) = -8.31

The geometry in XYZ format:
```
12
Properties=species:S:1:pos:R:3:forces:R:3:nbo_charge:R:1
C 0.568 -0.984 -0.745 0.62 1.04 1.62 -0.6580
C -0.492 -0.135 -0.179 -1.79 1.83 -1.46 0.2060
C -0.470 1.420 -0.153 -0.28 -2.63 0.00 -0.6690
N -1.627 -0.615 0.211 0.15 -3.19 1.85 -0.0440
O -2.607 -0.007 0.719 -0.84 0.88 0.03 -0.5754
H 0.726 -1.075 -1.787 -0.21 0.43 -1.21 0.2298
H 0.552 -1.944 -0.339 -0.49 -1.92 0.57 0.2199
H 1.448 -0.588 -0.269 0.97 0.28 -0.29 0.2248
H -0.023 1.792 -1.062 -0.04 0.41 -0.09 0.2199
H 0.153 1.548 0.697 0.86 1.01 0.77 0.2218
H -1.483 1.737 0.117 0.36 0.21 -0.50 0.2695
H -1.723 -1.672 0.446 0.70 1.65 -1.27 0.3545
```
Positions in Å, forces in eV/Å.



Record 3
Formula: C3H7NO
Source: OMol25
Level of theory: wB97M-V/def2-TZVPD

- M (g mol⁻¹) = 73.09
- E_LUMO (eV) = 0.598
- 2S+1 = 1
- HOMO-LUMO gap (eV) = 9.023
- structure (SMILES) = C=CN.C=O
- HOMO energy (eV) = -8.43

The geometry in XYZ format:
```
12
Properties=species:S:1:pos:R:3:forces:R:3:nbo_charge:R:1
C -1.682 -0.365 0.939 0.29 0.89 -0.48 -0.5386
C -1.519 -0.961 -0.252 -0.92 0.97 -0.05 0.0019
N -1.090 -2.264 -0.613 -0.51 1.46 1.67 -0.8434
H -1.703 -0.720 1.941 0.58 -0.99 0.47 0.1981
H -1.708 0.728 0.932 -0.74 -0.31 -0.27 0.2003
H -1.906 -0.274 -1.075 1.20 -1.26 0.51 0.1866
H -0.496 -2.667 0.182 -0.76 0.59 -2.53 0.4009
H -0.813 -2.114 -1.582 0.86 -1.36 0.67 0.3947
C 2.694 2.214 -0.105 2.43 -2.18 2.01 0.2835
O 3.362 2.826 0.716 -1.66 -0.58 -1.72 -0.4863
H 2.160 2.535 -0.962 -0.76 1.62 -0.78 0.1155
H 2.701 1.059 -0.124 -0.02 1.13 0.50 0.0868
```
Positions in Å, forces in eV/Å.



Record 4
Formula: C3H7NO
Source: OMol25
Level of theory: wB97M-V/def2-TZVPD

- M (g mol⁻¹) = 73.09
- E_LUMO (eV) = 0.881
- 2S+1 = 1
- HOMO-LUMO gap (eV) = 10.802
- structure (SMILES) = CC=O.C=N
- HOMO energy (eV) = -9.92

The geometry in XYZ format:
```
12
Properties=species:S:1:pos:R:3:forces:R:3:nbo_charge:R:1
C 2.492 2.115 0.674 -0.12 -0.42 -0.45 -0.7180
C 1.457 1.310 1.407 0.87 0.20 1.26 0.4396
O 0.600 1.736 2.135 -0.34 0.16 -0.50 -0.5144
H 3.425 1.778 1.136 0.12 0.28 -0.09 0.2336
H 2.547 1.803 -0.372 -0.01 -0.05 0.02 0.2324
H 2.384 3.193 0.711 -0.17 0.04 0.26 0.2323
H 1.737 0.240 1.484 -0.37 -0.21 -0.50 0.0945
C -2.838 -2.447 -1.045 0.74 -0.42 -0.48 -0.0502
N -2.560 -2.457 -2.281 -0.44 1.18 0.07 -0.5911
H -1.979 -2.334 -0.382 -0.32 -0.40 0.38 0.1628
H -3.841 -2.618 -0.657 -0.04 0.50 0.25 0.1519
H -3.426 -2.319 -2.809 0.06 -0.85 -0.22 0.3265
```
Positions in Å, forces in eV/Å.



Record 5
Formula: C3H7NO
Source: OMol25
Level of theory: wB97M-V/def2-TZVPD

- M (g mol⁻¹) = 73.09
- E_LUMO (eV) = 1.136
- 2S+1 = 1
- HOMO-LUMO gap (eV) = 10.842
- structure (SMILES) = C/N=C/OC
- HOMO energy (eV) = -9.71

The geometry in XYZ format:
```
12
Properties=species:S:1:pos:R:3:forces:R:3:nbo_charge:R:1
C -1.177 -0.742 1.383 -0.17 -0.16 0.26 -0.4240
N -0.201 -0.348 0.411 -0.03 0.29 -0.17 -0.5072
C -0.563 0.412 -0.522 0.12 -0.18 0.37 0.3989
O 0.318 0.851 -1.434 -0.09 -0.02 0.03 -0.4966
C 1.654 0.380 -1.195 0.22 0.00 -0.10 -0.2635
H -2.198 -0.355 1.221 0.18 -0.05 -0.15 0.1648
H -1.200 -1.834 1.370 -0.19 0.05 0.37 0.2010
H -0.842 -0.382 2.361 -0.11 -0.29 0.00 0.2002
H -1.598 0.770 -0.635 0.44 0.12 -0.35 0.1489
H 2.017 0.687 -0.207 -0.19 0.02 -0.22 0.1938
H 1.700 -0.715 -1.234 -0.09 0.24 -0.06 0.1935
H 2.269 0.819 -1.979 -0.11 -0.02 0.03 0.1901
```
Positions in Å, forces in eV/Å.



Record 6
Formula: C3H7NO
Source: OMol25
Level of theory: wB97M-V/def2-TZVPD

- M (g mol⁻¹) = 73.09
- E_LUMO (eV) = 1.073
- 2S+1 = 1
- HOMO-LUMO gap (eV) = 10.010
- structure (SMILES) = NCCC=O
- HOMO energy (eV) = -8.94

The geometry in XYZ format:
```
12
Properties=species:S:1:pos:R:3:forces:R:3:nbo_charge:R:1
N -0.496 -0.587 -1.735 -1.16 0.27 0.47 -0.8832
C -0.460 0.240 -0.563 2.19 1.35 -0.39 -0.2033
C 0.449 -0.346 0.563 -1.08 -0.01 -1.32 -0.5340
C 0.432 0.563 1.747 0.10 0.05 0.24 0.4343
O 1.436 0.946 2.285 0.38 0.04 0.23 -0.5118
H 0.362 -0.944 -2.094 0.03 -0.23 -0.15 0.3808
H -1.379 -0.944 -2.044 0.26 -0.31 -0.12 0.3839
H -1.404 0.625 -0.193 -0.53 -0.73 -0.09 0.2012
H 0.045 1.176 -0.872 -0.14 0.02 0.25 0.1677
H 0.063 -1.370 0.630 0.25 0.10 0.91 0.2367
H 1.472 -0.366 0.187 0.02 -0.21 0.12 0.2218
H -0.521 1.009 2.087 -0.31 -0.34 -0.14 0.1059
```
Positions in Å, forces in eV/Å.